The following is a DFT calculation (ωB97M-V/def2-TZVPD) of a molecular structure, C27H38AsBN12OS5W.

Calculated values
Expectation value of S²: 3.784
Orbital gap (alpha / beta) (eV): 6.22 / 5.84
Charge: +1
LUMO level (alpha / beta) (Ha): -0.1368 / -0.1604
Relative energy (zero: lowest compared OMol25 entry of this formula, charge and spin) (kJ/mol): 54.5
Spin multiplicity: 4

Geometry as XYZ:
```
86
C27H38AsBN12OS5W ωB97M-V/def2-TZVPD
W -0.267 -0.248 0.467
C -3.117 -0.516 3.073
C -3.205 -1.232 1.767
C -4.170 -2.187 1.455
C -3.924 -2.542 0.153
N -2.889 -1.829 -0.303
N -2.402 -1.036 0.704
B -2.276 -1.677 -1.714
N -0.892 -2.362 -1.683
C -0.491 -3.460 -2.328
C 0.733 -3.840 -1.825
C 1.039 -2.911 -0.833
C 2.267 -2.907 0.009
N 0.034 -2.018 -0.740
N -2.121 -0.143 -1.958
C -2.844 0.583 -2.809
C -2.496 1.909 -2.663
C -1.530 1.932 -1.667
C -0.770 3.139 -1.242
N -1.320 0.675 -1.216
N -3.096 -2.212 -2.872
C -4.384 -2.618 -3.030
C -4.596 -2.842 -4.363
C -3.365 -2.534 -4.982
C -3.021 -2.585 -6.439
N -2.472 -2.148 -4.088
H -4.109 -0.140 3.330
H -2.799 -1.198 3.863
H -2.425 0.315 3.034
H -4.944 -2.559 2.104
H -4.415 -3.268 -0.465
H -1.095 -3.888 -3.109
H 1.339 -4.676 -2.130
H 3.016 -3.548 -0.453
H 2.685 -1.911 0.134
H 2.052 -3.289 1.008
H -3.539 0.112 -3.485
H -2.869 2.752 -3.219
H -1.028 3.963 -1.904
H -0.997 3.430 -0.219
H 0.304 2.968 -1.326
H -5.077 -2.693 -2.214
H -5.506 -3.181 -4.831
H -3.836 -3.025 -7.010
H -2.834 -1.584 -6.829
H -2.123 -3.178 -6.606
S 4.254 -3.185 3.085
As 3.388 -1.568 4.115
S -0.145 -1.700 2.449
S 1.484 -0.506 2.200
S 5.065 -0.429 3.593
C 1.725 3.683 1.282
N 1.694 2.845 2.476
C 2.965 2.738 3.196
C 0.565 2.279 2.929
S -0.769 1.832 1.920
N 0.440 2.103 4.249
C 0.949 3.080 5.214
C -0.475 1.102 4.802
H 1.496 4.721 1.533
H 1.003 3.329 0.560
H 2.725 3.647 0.852
H 3.734 2.456 2.477
H 2.902 1.955 3.944
H 3.255 3.679 3.667
H 1.253 3.989 4.705
H 1.786 2.691 5.796
H 0.136 3.324 5.897
H -0.509 0.229 4.155
H -1.480 1.511 4.923
H -0.087 0.808 5.777
N 5.393 1.350 0.746
C 4.944 1.886 -0.414
O 5.452 2.838 -0.968
C 3.724 1.245 -1.014
C 3.644 1.086 -2.389
C 2.478 0.571 -2.923
C 1.424 0.272 -2.079
N 1.483 0.455 -0.748
C 2.636 0.915 -0.240
H 6.208 1.760 1.172
H 5.011 0.515 1.163
H 4.483 1.371 -3.011
H 2.364 0.403 -3.985
H 0.506 -0.126 -2.482
H 2.671 1.054 0.831
```

Results of the Mulliken charge analysis, in e, for atoms 1 through 2:
1 W 0.64
2 C -0.87

=====

The following is a DFT calculation (ωB97M-V/def2-TZVPD) of a molecular structure, C27H38GeHgN13SSe.

Calculated values
Expectation value of S²: 0.779
Orbital gap (alpha / beta) (eV): 4.88 / 6.72
LUMO level (alpha / beta) (Ha): 0.0003 / 0.0001
Relative energy (zero: lowest compared OMol25 entry of this formula, charge and spin) (kJ/mol): 79.1
Spin multiplicity: 2

Geometry as XYZ:
```
82
C27H38GeHgN13SSe ωB97M-V/def2-TZVPD
Hg -0.478 0.892 -0.846
N 9.862 0.714 0.264
C 8.717 0.748 0.154
C 7.282 0.792 0.014
C 6.492 -0.225 0.545
C 5.118 -0.179 0.405
C 4.489 0.865 -0.282
C 5.300 1.876 -0.808
C 6.675 1.848 -0.662
C 3.021 0.890 -0.460
C 2.246 0.827 0.761
C 2.769 0.904 2.070
C 1.690 0.851 2.967
C 0.549 0.750 2.191
N 0.871 0.739 0.867
C 2.560 0.962 -1.824
C 3.358 0.886 -2.986
C 2.494 0.921 -4.094
C 1.210 1.006 -3.583
N 1.239 1.024 -2.224
H 6.965 -1.050 1.063
H 4.509 -0.974 0.816
H 4.831 2.700 -1.331
H 7.287 2.647 -1.059
H 3.812 1.001 2.326
H 1.733 0.882 4.046
H -0.476 0.635 2.521
H 4.432 0.795 -3.015
H 2.770 0.888 -5.138
H 0.270 1.040 -4.118
N -1.129 2.653 1.224
N -2.439 3.002 1.535
C -3.491 2.347 0.983
N -4.676 2.634 1.566
S -3.405 1.253 -0.273
H -0.704 2.050 1.923
H -0.565 3.480 1.095
H -2.607 3.494 2.401
H -4.779 3.405 2.205
H -5.500 2.279 1.114
C -4.043 -3.741 3.151
Ge -2.452 -2.988 4.002
C -2.940 -1.263 4.783
C -1.807 -4.228 5.368
C -1.071 -2.574 2.671
Se -1.851 -1.583 1.170
C -2.222 -3.136 0.054
H -4.862 -3.768 3.872
H -3.872 -4.759 2.794
H -4.343 -3.113 2.311
H -3.814 -1.352 5.430
H -3.180 -0.573 3.970
H -2.116 -0.847 5.365
H -2.615 -4.433 6.075
H -0.964 -3.809 5.920
H -1.496 -5.173 4.919
H -0.555 -3.442 2.262
H -0.320 -1.913 3.107
H -2.632 -3.931 0.672
H -1.308 -3.465 -0.435
H -2.954 -2.843 -0.697
N -2.600 3.537 -5.320
N -2.203 3.586 -3.997
N -2.097 4.712 -3.343
C -1.603 4.277 -2.186
N -1.435 2.953 -2.176
N -1.823 2.526 -3.360
H -3.242 4.301 -5.480
H -3.027 2.636 -5.488
H -1.378 4.935 -1.364
C 0.855 -2.106 -2.488
C -0.569 -1.823 -2.817
N -1.303 -0.860 -2.314
C -2.559 -0.954 -2.887
C -2.578 -1.999 -3.752
N -1.308 -2.542 -3.696
H 1.121 -1.608 -1.558
H 1.514 -1.714 -3.267
H 1.024 -3.180 -2.385
H -3.348 -0.267 -2.629
H -3.352 -2.404 -4.381
H -0.976 -3.325 -4.231
```

Results of the Mulliken charge analysis, in e, for atoms 1 through 2:
1 Hg 2.50
2 N -0.56

=====

The following is a DFT calculation (ωB97M-V/def2-TZVPD) of a molecular structure, C27H38InO18S.

Calculated values
Orbital gap (eV): 5.43
Charge: -1
LUMO level (Ha): 0.0579

Geometry as XYZ:
```
85
C27H38InO18S ωB97M-V/def2-TZVPD
C 2.782 2.768 4.866
C 3.179 1.993 6.114
S 1.814 1.365 7.088
C 1.272 -0.060 6.124
In 2.918 -1.450 5.438
C 3.479 -0.724 3.386
C 4.530 0.172 3.173
C 4.828 0.646 1.892
C 4.063 0.222 0.819
C 3.027 -0.687 0.995
C 2.738 -1.154 2.279
H 3.687 3.019 4.306
H 2.289 3.705 5.111
H 2.170 2.178 4.192
H 3.720 2.664 6.781
H 3.886 1.214 5.834
H 0.764 0.317 5.236
H 0.541 -0.633 6.687
H 2.345 -3.140 5.376
H 4.334 -1.382 6.530
H 5.120 0.501 4.020
H 5.647 1.342 1.805
H 4.267 0.602 -0.171
H 2.430 -1.046 0.169
H 1.927 -1.855 2.435
C -0.529 0.529 -3.054
C 0.941 0.458 -3.410
O 1.446 -0.491 -2.458
C 0.421 -1.270 -2.056
O 0.519 -2.253 -1.396
O -0.758 -0.777 -2.504
H -1.178 0.701 -3.910
H -0.741 1.268 -2.292
H 1.111 0.065 -4.415
H 1.450 1.410 -3.302
C -3.015 -2.022 -0.639
C -2.920 -1.226 0.642
O -4.222 -0.621 0.712
C -5.081 -1.362 -0.005
O -6.265 -1.218 -0.018
O -4.426 -2.309 -0.724
H -2.432 -2.939 -0.612
H -2.732 -1.448 -1.518
H -2.775 -1.856 1.520
H -2.145 -0.465 0.620
C -6.189 -4.716 0.447
C -7.579 -4.508 -0.108
O -7.761 -5.686 -0.904
C -6.944 -6.656 -0.423
O -6.981 -7.794 -0.759
O -6.081 -6.146 0.486
H -6.064 -4.298 1.443
H -5.417 -4.318 -0.208
H -8.343 -4.487 0.671
H -7.664 -3.610 -0.714
C 9.164 1.430 -0.930
C 9.225 2.233 0.353
O 7.963 2.901 0.354
C 7.097 2.179 -0.406
O 5.931 2.363 -0.460
O 7.763 1.207 -1.084
H 9.694 0.482 -0.871
H 9.528 1.993 -1.792
H 9.289 1.599 1.240
H 10.037 2.956 0.370
C -2.475 4.533 -2.273
C -1.581 5.700 -2.630
O -0.325 5.304 -2.074
C -0.311 3.956 -1.971
O 0.647 3.305 -1.718
O -1.547 3.442 -2.217
H -3.246 4.333 -3.013
H -2.939 4.646 -1.293
H -1.465 5.824 -3.708
H -1.908 6.641 -2.195
C -4.809 -1.591 -3.803
C -4.449 -1.591 -5.272
O -4.638 -0.215 -5.629
C -4.518 0.535 -4.506
O -4.445 1.721 -4.491
O -4.483 -0.253 -3.408
H -4.240 -2.308 -3.221
H -5.873 -1.761 -3.634
H -3.404 -1.856 -5.447
H -5.086 -2.235 -5.873
```

Results of the Mulliken charge analysis, in e, for atoms 1 through 2:
1 C -0.99
2 C -0.12

=====

One value per record, in order, for F_max: 1.17; 0.91; 0.98 eV/Å.